Record 1
Here is 2 unconnected molecules or ions with the total composition C3H5O4 from the Open Molecules 2025 dataset. Energies are from ωB97M-V/def2-TZVPD.

Last column: Mulliken charge in e.
Element x y z (Å)
O -0.21 4.35 0.81  -0.25
O -0.24 3.00 1.06  -0.12
H -0.87 4.85 1.35  0.36
O -0.36 0.05 1.70  -0.37
C -0.08 -0.27 0.57  -0.08
C -0.17 -1.72 0.06  0.65
O -0.66 -2.59 0.76  -0.47
C 0.48 -1.97 -1.26  -0.96
H 0.16 0.43 -0.26  0.33
H 0.34 -1.12 -1.95  0.35
H 1.56 -2.16 -1.15  0.26
H 0.05 -2.87 -1.69  0.30

Calculated values
electronic energy = -11374.29014 eV
expectation value of S² = 3.769
spin multiplicity = 4
orbital gap (spin up / spin down) = 0.295 / 0.263 Ha

=====

Record 2
Here is a single C3H6N2S molecule from the Open Molecules 2025 dataset. Energies are from ωB97M-V/def2-TZVPD.

Last column: Mulliken charge in e.
Element x y z (Å)
C -1.14 1.89 -0.06  -0.78
C -0.23 0.83 0.12  0.19
C -0.83 -0.63 -0.06  0.21
S -2.25 -1.39 0.09  -0.35
N 0.33 -1.47 -0.18  0.00
N 1.66 -1.02 0.12  -0.72
H -2.09 1.55 -0.29  0.29
H -0.90 2.92 -0.16  0.30
H 0.97 0.87 0.50  0.04
H 0.37 -2.47 -0.34  0.22
H 1.78 -0.39 0.90  0.35
H 2.34 -0.67 -0.64  0.26

Calculated values
electronic energy = -17020.03331 eV
orbital gap = 0.314 Ha
SMILES = C=CC(=S)NN